# 1
ORCA calculation (ωB97M-V with the def2-TZVPD basis set) on one molecule with the formula C3H4N2 in a non-equilibrium geometry.

```
9
C3H4N2 | the Open Molecules 2025 dataset | ωB97M-V with the def2-TZVPD basis set
C 0.60232 0.77909 -0.03754
C 0.99882 -0.56465 -0.05560
N -0.02613 -1.37495 -0.01983
N -1.12400 -0.61250 0.05377
C -0.76088 0.81855 -0.01847
H 1.30375 1.59460 0.02599
H 2.00265 -0.94638 -0.00270
H -1.87611 -1.28873 -0.14125
H -1.22395 1.82702 0.11094
```

As for the SMILES: c1cn[nH]c1. The calculation puts the highest occupied orbital energy at -9.5 eV. The molar mass is 68.1 g mol⁻¹. For the LUMO energy, the calculation gives 1.18 eV. The energy above the lowest of the compared OMol25 structures with the same formula, charge and spin comes out at 1.3910 eV. As for the charge: 0.

=====

# 2
ORCA calculation (ωB97M-V with the def2-TZVPD basis set) on one molecule with the formula C3H4N2O in a non-equilibrium geometry.

```
10
C3H4N2O | the Open Molecules 2025 dataset | ωB97M-V with the def2-TZVPD basis set
O -2.33987 -0.42226 -0.80648
C -1.20290 -0.17264 -0.57081
N -0.53448 0.93273 0.64847
C 0.70226 0.40616 0.81458
C 1.04638 -0.50446 -0.11796
N -0.02870 -0.66770 -1.05171
H -0.73383 1.69063 1.32444
H 1.35103 0.64317 1.65609
H 1.58562 -1.40104 0.14656
H 0.15447 -0.50460 -2.04319
```

As for the SMILES: O=c1[nH]cc[nH]1. The calculation puts the highest occupied orbital energy at -8.1 eV. The molar mass is 84.1 g mol⁻¹. For the LUMO energy, the calculation gives 0.82 eV. The energy above the lowest of the compared OMol25 structures with the same formula, charge and spin comes out at 2.3191 eV. As for the charge: 0.

=====

# 3
ORCA calculation (ωB97M-V with the def2-TZVPD basis set) on one molecule with the formula C3H4N2O.

```
10
C3H4N2O | the Open Molecules 2025 dataset | ωB97M-V with the def2-TZVPD basis set
O 2.00537 -0.40607 0.05290
C 0.69431 -0.03738 -0.00492
C -0.30901 -1.09426 0.12866
N -1.54584 -0.78585 0.12262
C -0.60892 1.94255 -0.54999
N 0.29226 1.15494 -0.18110
H 2.54781 0.35879 -0.18550
H 0.10431 -2.10537 0.20515
H -2.12996 -1.62153 0.16432
H -1.01382 2.58252 0.24862
```

The calculation puts the highest occupied orbital energy (alpha / beta) at -7.9 / -7.9 eV. The molar mass is 84.1 g mol⁻¹. For the LUMO energy (alpha / beta), the calculation gives 0.41 / 0.41 eV. The energy above the lowest of the compared OMol25 structures with the same formula, charge and spin comes out at 3.6302 eV. As for the charge: 0.

=====

# 4
ORCA calculation (ωB97M-V with the def2-TZVPD basis set) on a 2-piece molecular cluster, C3H4N2O overall in a non-equilibrium geometry.

```
10
C3H4N2O | the Open Molecules 2025 dataset | ωB97M-V with the def2-TZVPD basis set
N 0.51457 -0.75477 1.94448
C -0.18963 0.20520 1.29530
N -0.80657 1.06127 0.82230
O -1.44045 1.93628 0.24452
H 0.16539 -1.69168 1.77478
H 1.51494 -0.69063 1.78972
C -0.20824 0.40739 -2.08917
C 0.51331 -0.54965 -1.97936
H -0.85297 1.26214 -2.09285
H 1.15873 -1.39687 -1.90730
```

As for the SMILES: NC#[N+][O-].C#C. The calculation puts the highest occupied orbital energy at -8.8 eV. The molar mass is 84.1 g mol⁻¹. For the LUMO energy, the calculation gives 0.41 eV. The energy above the lowest of the compared OMol25 structures with the same formula, charge and spin comes out at 5.7632 eV. As for the charge: 0.

=====

# 5
ORCA calculation (ωB97M-V with the def2-TZVPD basis set) on one molecule with the formula C3H4N2O in a non-equilibrium geometry.

```
10
C3H4N2O | the Open Molecules 2025 dataset | ωB97M-V with the def2-TZVPD basis set
O -2.37212 -0.38358 -0.01080
C -1.16337 -0.12091 0.01980
C -0.47135 1.25850 0.08856
N 0.78964 1.06087 -0.00678
C 1.11574 -0.27299 -0.02056
N -0.17718 -1.01186 0.01810
H -0.79802 2.16469 -0.14791
H 1.60360 -0.35858 -1.04625
H 1.85377 -0.32337 0.89971
H -0.38072 -2.01276 0.20613
```

As for the SMILES: O=C1C=NCN1. The calculation puts the highest occupied orbital energy at -9.6 eV. The molar mass is 84.1 g mol⁻¹. For the LUMO energy, the calculation gives 0.54 eV. The energy above the lowest of the compared OMol25 structures with the same formula, charge and spin comes out at 1.5225 eV. As for the charge: 0.

=====

# 6
ORCA calculation (ωB97M-V with the def2-TZVPD basis set) on C3H4N2O as an isolated structure in a non-equilibrium geometry.

```
10
C3H4N2O | the Open Molecules 2025 dataset | ωB97M-V with the def2-TZVPD basis set
C -1.12562 0.95854 -0.60470
C -0.08534 0.07006 -0.03830
C 1.33160 -1.20626 0.40439
O 0.82741 -1.21758 1.59875
N 0.37021 0.23541 1.24388
N 0.47136 -0.97409 -0.63769
H 2.38787 -1.41148 0.26356
H -0.94585 1.11719 -1.66614
H -2.10653 0.50225 -0.46023
H -1.12512 1.92595 -0.10352
```

The calculation puts the highest occupied orbital energy at -9.0 eV. The molar mass is 84.1 g mol⁻¹. For the LUMO energy, the calculation gives -0.39 eV. The energy above the lowest of the compared OMol25 structures with the same formula, charge and spin comes out at 4.9551 eV. As for the charge: 0.

=====

# 7
ORCA calculation (ωB97M-V with the def2-TZVPD basis set) on one molecule with the formula C3H4N2O in a non-equilibrium geometry.

```
10
C3H4N2O | the Open Molecules 2025 dataset | ωB97M-V with the def2-TZVPD basis set
H -2.80130 0.44081 -0.00301
N -2.21311 -0.38683 -0.06254
C -0.97439 -0.19699 -0.06158
C 0.03187 0.89257 -0.10057
C 1.27466 0.35362 -0.07084
N 1.20153 -1.01688 -0.16978
O -0.20387 -1.37833 -0.10385
H -0.11200 1.96193 -0.01045
H 2.20158 0.83942 -0.02045
H 1.59502 -1.50931 0.60306
```

As for the SMILES: [H]/N=c1\cc[nH]o1. The calculation puts the highest occupied orbital energy at -8.8 eV. The molar mass is 84.1 g mol⁻¹. For the LUMO energy, the calculation gives 0.83 eV. The energy above the lowest of the compared OMol25 structures with the same formula, charge and spin comes out at 2.7887 eV. As for the charge: 0.

=====

# 8
ORCA calculation (ωB97M-V with the def2-TZVPD basis set) on one molecule with the formula C3H4N2O.

```
10
C3H4N2O | the Open Molecules 2025 dataset | ωB97M-V with the def2-TZVPD basis set
O -1.79454 -0.83492 0.56190
C -0.66498 -0.30566 0.08809
N -0.44684 -0.09925 -1.15881
N 0.89652 0.35732 -1.16903
C 1.59626 0.40345 -0.05496
C 0.49386 0.10960 0.93862
H -2.36067 -1.03891 -0.20108
H 1.23391 0.65070 -2.07329
H 0.36901 1.17614 1.19397
H 0.67746 -0.41846 1.87459
```

The calculation puts the highest occupied orbital energy at -8.8 eV. The molar mass is 84.1 g mol⁻¹. For the LUMO energy, the calculation gives 0.73 eV. The energy above the lowest of the compared OMol25 structures with the same formula, charge and spin comes out at 3.0266 eV. As for the charge: 0.

=====

# 9
ORCA calculation (ωB97M-V with the def2-TZVPD basis set) on one molecule with the formula C3H4N2O.

```
10
C3H4N2O | the Open Molecules 2025 dataset | ωB97M-V with the def2-TZVPD basis set
O 2.20339 -0.45692 0.14820
C 0.89021 -0.14742 0.06337
C -0.16129 -1.01549 0.16450
N -1.27662 -0.20964 0.00952
C -0.84276 1.05699 -0.17394
N 0.47050 1.13232 -0.14507
H 2.68522 0.34951 -0.07985
H -0.21534 -2.08028 0.32146
H -2.23508 -0.51790 0.01583
H -1.51822 1.88884 -0.32402
```

As for the SMILES: Oc1c[nH]cn1. The calculation puts the highest occupied orbital energy at -8.3 eV. The molar mass is 84.1 g mol⁻¹. For the LUMO energy, the calculation gives 0.93 eV. The energy above the lowest of the compared OMol25 structures with the same formula, charge and spin comes out at 0.4456 eV. As for the charge: 0.

=====

# 10
ORCA calculation (ωB97M-V with the def2-TZVPD basis set) on one molecule with the formula C3H4N2O.

```
10
C3H4N2O | the Open Molecules 2025 dataset | ωB97M-V with the def2-TZVPD basis set
N 1.68478 -0.16486 0.21641
C 0.50009 0.45130 0.25714
C -0.36705 1.41500 0.27370
N -0.82454 -0.01053 0.60551
C -1.42988 -0.79957 -0.37688
O -0.81160 -1.46450 -1.18100
H 1.69756 -1.10411 -0.15148
H 2.54227 0.36155 0.22188
H -0.70699 2.37610 0.61823
H -2.52804 -0.84962 -0.27900
```

As for the SMILES: NC1=CN1C=O. The calculation puts the highest occupied orbital energy at -8.2 eV. The molar mass is 84.1 g mol⁻¹. For the LUMO energy, the calculation gives 0.83 eV. The energy above the lowest of the compared OMol25 structures with the same formula, charge and spin comes out at 3.7760 eV. As for the charge: 0.